# 1
A cluster of 2 separate species, C7H17N2O2 in total in a non-equilibrium geometry. Source: the OMol25 dataset; level of theory: ωB97M-V/def2-TZVPD.

XYZ file:
```
28
Properties=species:S:1:pos:R:3:forces:R:3:lowdin_charge:R:1
C -1.8416 0.4584 0.5909 -2.40 1.18 -1.96 -0.295
C -1.6181 -0.5506 -0.5664 -0.16 -0.76 0.84 -0.222
C -0.0856 1.0840 -0.6432 -1.13 0.64 0.77 -0.383
C -3.3300 0.9250 0.7473 1.12 0.13 0.22 0.019
C -1.2918 -1.9730 -0.0620 -0.23 2.44 2.96 0.018
C 3.2890 -1.0102 -0.4839 -2.15 -1.32 -0.58 -0.081
C 2.6290 0.0297 0.4655 1.98 2.22 -1.36 -0.224
N 0.6679 2.0068 -1.2497 -0.51 -1.11 0.11 0.239
N 1.1598 0.1683 0.6292 1.00 -1.33 -1.11 0.086
O -1.0833 1.6239 0.2356 3.17 -2.07 -2.47 0.047
O -0.4310 -0.0601 -1.2916 -0.78 1.72 1.34 0.059
H -1.4664 0.0552 1.4663 0.78 -0.69 1.99 0.115
H -2.4851 -0.5021 -1.2200 0.28 -0.15 -0.46 0.153
H -3.5937 0.9346 1.8518 -0.11 0.23 -1.69 0.113
H -3.8844 0.2287 0.1446 -0.86 -0.56 0.43 0.065
H -3.4884 1.8863 0.1762 0.36 -0.72 1.16 0.115
H -0.5164 -1.8314 0.7328 0.00 -0.47 -1.02 0.082
H -1.0174 -2.5856 -0.8373 0.82 -1.58 -1.65 0.065
H -2.0145 -2.4517 0.6023 -0.78 0.20 -0.70 0.107
H 3.3739 -1.9911 0.0017 -0.15 0.21 0.07 0.076
H 2.8104 -1.2447 -1.4818 0.09 0.68 1.09 0.094
H 4.2870 -0.7361 -0.7195 0.87 0.65 0.03 0.062
H 2.8919 1.0603 0.0507 0.22 -1.12 0.70 0.118
H 3.2186 -0.0993 1.4057 -1.07 0.39 -0.30 0.132
H 1.5831 1.7468 -1.5258 0.61 -0.05 -0.60 0.112
H 0.4476 2.9555 -1.1047 -0.06 1.05 0.36 0.127
H 0.9824 0.6460 1.4739 -0.36 0.32 1.33 0.120
H 0.8074 -0.7738 0.6111 -0.55 -0.13 0.49 0.080
```
Positions in Å, forces in eV/Å.

## Properties
energy	-536.61962	Ha
Kohn-Sham gap	12.01	eV
HOMO	-14.533	eV
charge	+1
lowest unoccupied orbital energy	-2.528	eV
molecular weight	161.23	Da
energy relative to the best compared isomer or geometry (same formula, charge and spin)	8.54	kcal per mole

=====

# 2
A cluster of 2 separate species, C7H17N2O2S in total in a non-equilibrium geometry. Source: the OMol25 dataset; level of theory: ωB97M-V/def2-TZVPD.

XYZ file:
```
29
Properties=species:S:1:pos:R:3:forces:R:3:lowdin_charge:R:1
C 2.1575 -0.1501 -1.7979 -1.53 2.00 -2.09 -0.303
C 1.1227 1.5022 0.4422 -0.37 1.89 0.89 0.030
C -1.1508 -0.7480 2.0285 -2.18 -1.54 2.84 -0.101
C -1.5190 3.0762 0.7140 -0.43 0.27 0.69 -0.020
C -1.8745 -1.9026 -0.6174 -1.81 1.98 -2.76 -0.079
C -0.0890 1.0673 0.7660 -2.18 -0.46 -1.69 -0.325
C -0.4200 -0.4294 0.7683 -0.25 -1.18 -0.44 -0.676
N 3.4065 -0.4608 -1.7818 3.15 -2.65 1.08 0.170
N 1.2273 -1.0599 -2.0119 -1.54 2.29 -0.55 0.117
O -1.3396 1.6510 0.8090 0.72 0.00 0.26 -0.109
O -1.2461 -0.6467 -0.4176 1.56 0.87 0.45 -0.216
S 1.1424 -1.5283 0.7486 -0.37 0.03 0.92 0.836
H 1.8293 0.7050 0.4346 0.86 0.20 0.11 -0.012
H 1.8934 0.9877 -1.8451 0.28 -2.50 0.17 0.190
H 1.4133 2.5832 0.4252 -0.15 -1.28 -0.10 0.101
H -2.1275 -0.2211 2.1001 0.60 -0.11 -0.60 0.101
H -0.6565 -0.3795 3.0129 -0.24 -1.06 -1.89 0.136
H -1.5002 -1.8819 2.1087 1.26 2.29 0.09 0.119
H -2.3283 3.3879 -0.0172 0.79 -0.96 0.92 0.117
H -0.5858 3.4249 0.3210 0.39 0.99 0.06 0.057
H -1.7718 3.4786 1.7554 0.53 -0.43 -1.55 0.125
H -1.8372 -2.4313 0.2658 -0.04 -1.79 1.44 0.037
H -1.5110 -2.4044 -1.5523 0.20 0.09 1.09 0.100
H -2.9512 -1.6239 -0.8872 1.24 -0.66 0.64 0.130
H 4.2230 0.1537 -1.6329 -1.25 -0.13 -0.13 0.158
H 3.6701 -1.4977 -1.7004 -0.54 2.12 -0.28 0.180
H 0.2364 -0.7038 -2.0247 1.28 -0.66 0.32 0.139
H 1.3395 -2.0346 -1.7975 0.23 -0.09 -0.02 0.096
H 0.6119 -2.7335 1.0586 -0.22 0.52 0.12 -0.095
```
Positions in Å, forces in eV/Å.

## Properties
energy	-934.75133	Ha
Kohn-Sham gap	9.48	eV
HOMO	-12.526	eV
charge	+1
lowest unoccupied orbital energy	-3.048	eV
molecular weight	193.29	Da
energy relative to the best compared isomer or geometry (same formula, charge and spin)	0.00	kcal per mole

=====

# 3
A cluster of 2 separate species, C7H17N4 in total in a non-equilibrium geometry. Source: the OMol25 dataset; level of theory: ωB97M-V/def2-TZVPD.

XYZ file:
```
28
Properties=species:S:1:pos:R:3:forces:R:3:lowdin_charge:R:1
C 0.8164 0.4343 2.0613 0.40 -1.33 0.17 -0.115
C -0.2125 0.9975 2.2882 0.66 0.48 -0.39 -0.034
C 0.1291 -0.4696 -1.7555 -0.31 0.50 -1.19 -0.327
C 1.0187 0.7720 -1.8607 1.32 -0.67 2.45 0.024
C -1.9166 2.1995 1.0273 3.17 -2.03 -4.42 -0.126
C -0.3346 -2.6689 -0.7418 1.71 -1.20 0.61 0.003
C -1.3285 1.9001 2.3364 -0.28 -1.16 0.96 -0.279
N 0.5244 -1.5347 -1.1382 2.14 -0.76 2.70 -0.118
N 1.8745 -0.4131 1.8426 -2.07 -0.89 0.92 0.033
N -1.0781 -0.4708 -2.3626 -0.95 1.15 -0.40 0.184
N 1.8321 -1.6303 -0.5293 0.39 -0.35 0.09 0.062
H 2.1128 0.6939 -2.2016 -1.82 -0.43 0.61 0.123
H 0.9789 1.2334 -0.8043 0.46 -0.96 -1.19 0.115
H 0.5900 1.5513 -2.3957 -1.08 1.02 -1.55 0.048
H -1.1992 2.6886 0.2370 -1.27 -0.16 1.92 0.120
H -2.7589 2.6862 1.2295 -3.42 2.75 0.07 0.026
H -2.2240 1.3241 0.4188 0.04 -0.10 0.74 0.075
H -1.0886 -2.4885 -0.0019 -0.33 0.82 0.35 0.093
H -0.7538 -3.0809 -1.5957 -1.22 -0.50 -1.83 0.064
H 0.2536 -3.5621 -0.3632 -0.06 1.64 -0.33 0.127
H -2.0976 1.4283 2.9751 0.22 0.52 -0.03 0.136
H -1.0361 2.8491 2.7233 0.30 0.55 0.97 0.116
H 2.7037 0.0659 1.7555 2.41 0.99 0.07 0.080
H 1.9224 -1.2512 2.4216 0.05 0.66 0.33 0.132
H -1.3054 0.3584 -2.9345 0.24 -0.84 0.66 0.137
H -1.9122 -1.0582 -2.1538 1.51 0.42 -0.01 0.145
H 2.6159 -1.1481 -1.0061 -1.36 -0.33 -0.04 0.100
H 1.8735 -1.4064 0.5284 -0.85 0.23 -2.24 0.057
```
Positions in Å, forces in eV/Å.

## Properties
energy	-495.57006	Ha
Kohn-Sham gap	9.29	eV
HOMO	-11.903	eV
charge	+1
lowest unoccupied orbital energy	-2.612	eV
molecular weight	157.24	Da
energy relative to the best compared isomer or geometry (same formula, charge and spin)	91.85	kcal per mole

=====

# 4
A cluster of 2 separate species, C7H17N5S in total in a non-equilibrium geometry. Source: the OMol25 dataset; level of theory: ωB97M-V/def2-TZVPD.

XYZ file:
```
30
Properties=species:S:1:pos:R:3:forces:R:3:lowdin_charge:R:1
C 0.8265 0.2279 0.1821 -0.54 3.74 0.60 -0.222
C 0.0879 1.4573 0.3151 -0.63 -2.47 -0.90 -0.179
C -1.8887 0.3245 -0.0659 1.98 -1.46 -0.92 -0.598
C 2.6637 0.2300 1.8069 3.43 1.19 -0.91 -0.034
C 2.7532 -1.2425 -0.3631 -1.56 0.90 1.63 -0.028
C -4.0975 1.8103 -0.7159 1.91 0.96 5.29 -0.324
C 2.2731 0.0791 0.3065 1.37 0.05 0.41 -0.351
N -1.1800 1.4468 0.0699 -1.39 1.22 0.74 0.152
N -1.1987 -0.8685 -0.0986 -1.14 1.95 0.17 0.001
N -2.3712 -3.3323 -0.5406 -0.78 -3.31 1.79 0.280
N 0.0884 -0.7865 -0.0456 -0.36 -3.52 -0.14 0.113
N 0.5519 2.7809 0.7208 2.50 -0.51 -0.89 0.302
S -3.5436 0.1494 -0.4432 -0.05 -0.82 0.37 0.991
H 2.3368 -0.5449 2.4692 -0.04 -0.63 0.14 0.082
H 2.2963 1.1667 2.2005 -0.37 0.44 0.33 0.035
H 3.8668 0.4262 1.8811 -2.93 -0.97 -0.10 0.163
H 2.4979 -2.1750 0.1452 -0.30 0.40 0.33 0.095
H 3.7825 -1.1577 -0.3169 2.20 -0.15 -0.74 0.065
H 2.2864 -1.2694 -1.3126 0.23 -0.21 -1.29 0.071
H -3.1655 2.3692 -0.8315 -0.60 0.36 -0.49 0.036
H -4.6232 2.1675 0.2498 0.63 -0.41 -1.85 0.102
H -4.6949 1.7059 -1.5070 -2.38 0.39 -3.18 -0.009
H 2.7520 0.9694 -0.2122 -0.37 -1.08 0.29 0.162
H -1.6214 -4.0549 -0.6865 -0.31 1.14 0.63 0.176
H -2.9467 -3.4970 -1.3341 -0.84 0.58 -1.27 0.124
H -2.9929 -3.6746 0.2656 1.30 0.65 -1.07 0.193
H -2.0564 -2.3590 -0.3757 0.73 0.58 -0.13 0.037
H 1.2437 2.6288 1.4963 -0.59 0.78 -0.54 0.183
H -0.2740 3.2762 0.9669 -1.01 0.86 0.87 0.160
H 0.9845 3.3254 -0.0731 -0.08 -0.65 0.84 0.221
```
Positions in Å, forces in eV/Å.

## Properties
energy	-948.23135	Ha
Kohn-Sham gap	8.10	eV
HOMO	-15.593	eV
charge	+2
lowest unoccupied orbital energy	-7.492	eV
molecular weight	203.32	Da
energy relative to the best compared isomer or geometry (same formula, charge and spin)	52.06	kcal per mole

=====

# 5
The molecule C7H17NO in a non-equilibrium geometry. Source: the OMol25 dataset; level of theory: ωB97M-V/def2-TZVPD.

XYZ file:
```
26
Properties=species:S:1:pos:R:3:forces:R:3:lowdin_charge:R:1
C 1.1716 -1.3240 -0.6033 0.06 0.16 0.19 -0.066
C 1.1058 0.1255 -0.1371 1.27 0.96 -0.98 -0.580
C 1.4732 0.2255 1.3422 0.01 -0.05 -0.21 -0.061
C 2.1898 0.9762 -0.9585 -0.68 -1.02 0.92 -0.048
C -0.2065 0.8088 -0.4747 -1.85 -1.06 0.71 -0.088
C -1.5859 0.0985 -0.0635 0.83 0.56 -0.32 -0.611
C -1.7438 -0.2406 1.4161 0.14 0.09 -0.27 -0.022
N -1.7794 -1.1082 -0.8285 -0.02 -0.14 -0.08 0.081
O -2.5397 1.1077 -0.4205 -0.16 0.29 0.03 -0.036
H 0.4150 -1.9234 -0.1066 0.00 -0.11 -0.01 0.065
H 2.1521 -1.7418 -0.3816 0.15 -0.03 -0.02 0.082
H 0.9991 -1.3894 -1.6744 -0.03 -0.09 -0.16 0.082
H 0.8884 -0.4578 1.9489 -0.08 -0.05 0.13 0.064
H 1.3255 1.2375 1.7127 -0.01 0.13 0.09 0.085
H 2.5224 -0.0336 1.4762 0.10 -0.03 0.04 0.082
H 1.9866 0.9503 -2.0264 -0.11 -0.01 -0.08 0.074
H 3.1728 0.5424 -0.7900 0.18 0.02 0.01 0.073
H 2.1989 2.0084 -0.6166 -0.02 0.12 0.01 0.077
H -0.2887 0.9395 -1.5549 0.01 0.09 -0.06 0.119
H -0.2472 1.7923 -0.0063 0.04 0.08 -0.09 0.124
H -1.4572 0.6059 2.0329 0.00 0.05 0.09 0.089
H -2.7870 -0.4870 1.6294 -0.06 0.01 -0.03 0.083
H -1.1448 -1.1088 1.6702 0.08 -0.04 0.09 0.073
H -2.6869 -1.5241 -0.6413 0.07 0.06 0.00 0.085
H -1.7163 -0.9176 -1.8213 -0.06 0.03 0.01 0.089
H -3.4177 0.8377 -0.1232 0.14 -0.04 -0.02 0.087
```
Positions in Å, forces in eV/Å.

## Properties
energy	-406.91391	Ha
SMILES	CC(C)(C)C[C@](C)(N)O
Kohn-Sham gap	10.23	eV
HOMO	-9.447	eV
charge	0
lowest unoccupied orbital energy	0.787	eV
molecular weight	131.22	Da
energy relative to the best compared isomer or geometry (same formula, charge and spin)	10.31	kcal per mole

=====

# 6
A cluster of 3 separate species, C7H17NO in total in a non-equilibrium geometry. Source: the OMol25 dataset; level of theory: ωB97M-V/def2-TZVPD.

XYZ file:
```
26
Properties=species:S:1:pos:R:3:forces:R:3:lowdin_charge:R:1
C -0.9567 0.0477 1.3142 -2.31 -1.23 0.79 -0.065
C -1.7795 -0.8344 0.6970 0.39 1.05 1.13 -0.230
C -3.0372 -0.4446 -0.0049 -0.09 -0.02 0.08 -0.119
H -0.2956 -0.3027 2.0924 0.53 -0.13 -0.25 0.068
H -1.2898 1.0704 1.4508 0.27 0.25 -0.51 0.079
H -1.6167 -1.8968 0.8093 0.25 -0.11 -0.12 0.105
H -3.0451 0.6183 -0.2536 -0.02 -0.10 -0.09 0.075
H -3.9015 -0.6400 0.6418 0.14 0.00 0.02 0.082
H -3.1811 -1.0622 -0.8865 -0.05 0.08 -0.25 0.061
N -1.0453 -0.0071 -2.3576 -0.33 -0.08 -0.07 0.137
C -0.4366 -1.0629 -1.7640 1.79 0.27 -0.55 -0.457
O -0.7723 -2.2194 -1.8768 -0.54 -0.07 0.19 0.008
H -0.6859 0.9283 -2.2880 0.04 -0.09 0.16 0.099
H -1.9285 -0.1541 -2.8196 0.08 0.03 -0.04 0.105
H 0.5366 -0.7641 -1.2784 -1.05 -0.33 -0.27 0.096
C 2.5316 -0.6147 0.6743 -0.19 0.13 -0.08 -0.124
C 1.7663 0.5646 0.0952 -2.16 -0.03 1.47 -0.371
C 2.0465 1.8716 0.8230 0.17 -0.06 -0.01 -0.135
H 2.2390 -0.7756 1.7118 0.06 -0.05 0.10 0.069
H 2.2922 -1.5186 0.1147 0.13 -0.15 0.04 0.068
H 3.6096 -0.4469 0.6431 0.04 -0.06 -0.02 0.073
H 0.5592 0.3421 0.3742 3.42 0.67 -1.78 0.076
H 2.0520 0.6901 -0.9535 -0.62 -0.11 -0.10 0.098
H 1.5221 2.7035 0.3525 0.01 0.06 -0.01 0.066
H 3.1154 2.0999 0.8335 -0.01 0.07 0.04 0.070
H 1.7013 1.8077 1.8550 0.05 0.03 0.12 0.068
```
Positions in Å, forces in eV/Å.

## Properties
energy	-406.84542	Ha
SMILES	C=CC.NC=O.CCC
Kohn-Sham gap	9.86	eV
HOMO	-8.989	eV
charge	0
lowest unoccupied orbital energy	0.868	eV
molecular weight	131.22	Da
energy relative to the best compared isomer or geometry (same formula, charge and spin)	53.28	kcal per mole